# 1
C16H26ClN4OP2S3SbW | ωB97M-V with the def2-TZVPD basis set

The geometry in XYZ format:
```
55
Properties=species:S:1:pos:R:3
W 0.074 0.701 1.514
S -3.063 3.328 2.714
Sb -1.087 3.761 1.632
S 0.694 2.630 2.858
S -1.080 2.022 -0.154
Cl 1.533 -0.588 2.746
C 4.098 0.315 -2.077
N 2.942 1.080 -2.511
C 3.253 2.498 -2.446
N 3.675 2.911 -1.119
C 4.822 2.117 -0.708
N 4.529 0.694 -0.744
C 3.593 0.304 0.274
P 1.931 1.140 0.046
C 1.750 0.751 -1.781
C 2.595 2.883 -0.168
H 4.917 0.507 -2.775
H 3.859 -0.750 -2.089
H 2.374 3.075 -2.740
H 4.067 2.702 -3.144
H 5.122 2.401 0.303
H 5.645 2.323 -1.398
H 3.984 0.571 1.264
H 3.432 -0.782 0.249
H 0.895 1.312 -2.182
H 1.530 -0.320 -1.879
H 2.945 3.250 0.809
H 1.785 3.543 -0.522
C -2.425 -2.019 2.908
P -2.820 -0.239 2.879
C -3.852 0.128 1.427
C -3.622 0.224 4.431
O -1.509 0.544 2.786
H -3.334 -2.603 3.018
H -1.759 -2.222 3.748
H -1.921 -2.303 1.986
H -4.678 -0.570 1.373
H -3.252 0.047 0.518
H -4.238 1.145 1.511
H -4.535 -0.342 4.580
H -3.839 1.293 4.407
H -2.922 0.016 5.240
N -0.491 -0.830 0.476
C -0.906 -1.691 -0.225
C -1.506 -2.422 -1.239
C -1.887 -1.703 -2.391
C -2.516 -2.361 -3.423
C -2.784 -3.721 -3.330
C -2.399 -4.434 -2.201
C -1.761 -3.800 -1.157
H -1.694 -0.641 -2.440
H -2.801 -1.806 -4.303
H -3.298 -4.224 -4.133
H -2.600 -5.492 -2.143
H -1.463 -4.349 -0.275
```

Properties
**Total charge**: +1
**2S+1**: 4
**Frontier orbital gap (alpha / beta)**: 6.2 / 5.3 eV
**HOMO energy (alpha / beta)**: -10.13 / -10.73 eV



# 2
C16H26N2O2 | ωB97M-V with the def2-TZVPD basis set

The geometry in XYZ format:
```
46
Properties=species:S:1:pos:R:3
C -3.807 -3.194 -0.610
C -4.006 -2.719 0.605
C -3.628 -1.367 1.120
C -2.927 -0.465 0.109
C -2.574 0.873 0.746
O -2.881 1.145 1.892
N -1.922 1.761 -0.041
C -1.393 1.512 -1.358
C 0.105 1.176 -1.271
C 0.762 1.951 -0.115
C 2.251 2.195 -0.367
C 3.057 0.897 -0.379
C 3.169 0.317 1.021
O 3.086 0.981 2.032
N 3.407 -1.017 1.088
C 3.507 -1.933 0.003
C 3.234 -3.380 0.262
C 2.257 -2.576 -0.541
C 0.014 3.270 0.092
C -1.422 2.992 0.550
H -4.120 -4.188 -0.882
H -3.330 -2.626 -1.391
H -4.494 -3.344 1.344
H -2.982 -1.490 1.994
H -4.528 -0.862 1.481
H -2.012 -0.947 -0.243
H -3.584 -0.290 -0.745
H -1.537 2.426 -1.944
H -1.942 0.714 -1.855
H 0.231 0.103 -1.117
H 0.582 1.437 -2.218
H 0.666 1.370 0.808
H 2.643 2.826 0.433
H 2.381 2.720 -1.316
H 2.611 0.168 -1.053
H 4.075 1.100 -0.723
H 3.473 -1.393 2.025
H 4.294 -1.689 -0.705
H 3.841 -4.114 -0.243
H 2.947 -3.665 1.263
H 2.185 -2.754 -1.603
H 1.321 -2.316 -0.071
H 0.518 3.868 0.851
H 0.021 3.840 -0.839
H -2.082 3.825 0.277
H -1.468 2.863 1.634
```

Properties
**Relative energy (zero: lowest compared OMol25 entry of this formula, charge and spin)**: 35.3 kcal per mole
**2S+1**: 1
**SMILES**: C=CCCC(=O)N1CCC(CCC(=O)NC2CC2)CC1
**Frontier orbital gap**: 9.6 eV
**HOMO energy**: -8.98 eV



# 3
C16H26N3O | ωB97M-V with the def2-TZVPD basis set

The geometry in XYZ format:
```
46
Properties=species:S:1:pos:R:3
C -4.076 -3.244 -1.686
C -3.290 -2.639 -0.537
N -2.010 -2.077 -0.990
C -1.625 -0.854 -0.620
C -0.336 -0.350 -0.860
C 0.030 0.960 -0.575
C 1.247 1.555 -1.072
C 1.310 2.950 -1.335
C 2.439 3.518 -1.915
C 3.559 2.724 -2.210
C 3.523 1.351 -1.942
C 2.390 0.767 -1.379
C -1.145 -2.944 -1.781
C -1.975 -4.148 -2.199
O -3.233 -3.700 -2.740
H -4.650 -4.108 -1.314
H -4.767 -2.507 -2.112
H -3.855 -1.836 -0.066
H -3.086 -3.440 0.188
H -2.392 -0.244 -0.125
H 0.389 -1.012 -1.354
H -0.734 1.639 -0.183
H 0.440 3.563 -1.077
H 2.455 4.588 -2.134
H 4.453 3.177 -2.635
H 4.385 0.726 -2.171
H 2.374 -0.302 -1.152
H -0.767 -2.415 -2.673
H -0.275 -3.271 -1.188
H -1.499 -4.686 -3.030
H -2.106 -4.798 -1.308
C -0.717 0.622 2.490
N 0.582 1.279 2.345
C 1.756 0.423 2.249
N 0.667 2.424 3.064
C 1.737 2.791 3.969
H -0.562 -0.464 2.546
H -1.214 0.992 3.404
H -1.365 0.854 1.636
H 1.421 -0.614 2.380
H 2.217 0.517 1.256
H 2.515 0.652 3.002
H -0.239 2.860 3.206
H 2.133 3.764 3.653
H 1.342 2.902 4.993
H 2.548 2.057 3.986
```

Properties
**Relative energy (zero: lowest compared OMol25 entry of this formula, charge and spin)**: 142.0 kcal per mole
**Total charge**: +1
**2S+1**: 1
**Frontier orbital gap**: 4.7 eV
**HOMO energy**: -9.21 eV



# 4
C16H26N4O4S | ωB97M-V with the def2-TZVPD basis set

The geometry in XYZ format:
```
51
Properties=species:S:1:pos:R:3
C -7.012 -1.354 -0.221
H -6.912 -1.333 -1.397
H -6.851 -2.303 -0.021
H -7.950 -0.976 0.024
C -5.869 -0.727 0.099
H -6.087 0.411 0.030
H -5.989 -0.734 1.509
C -4.556 -1.016 -0.388
C -4.190 -2.332 0.295
H -3.985 -2.275 1.456
H -4.953 -2.914 0.227
H -3.302 -2.619 -0.122
H -4.569 -1.371 -1.462
C -3.429 0.102 0.040
N -3.830 1.288 -0.685
C -3.375 2.431 0.065
O -2.525 2.331 0.959
N -3.709 3.537 -0.648
H -4.326 3.695 -1.451
H -3.454 4.516 -0.188
H -4.259 1.288 -1.576
H -3.454 0.258 1.239
C -2.092 -0.275 -0.540
O -2.033 -1.141 -1.322
N -1.077 0.480 -0.261
C 0.365 0.320 -0.344
C 1.103 1.063 0.291
C 2.485 1.444 0.001
C 2.914 0.335 -0.740
C 2.239 -0.612 -1.406
C 0.857 -0.506 -1.274
H 0.187 -1.368 -1.839
H 2.697 -1.217 -2.151
S 4.730 0.264 -1.163
O 5.216 1.657 -0.940
O 5.075 -0.079 -2.341
N 5.303 -0.573 -0.048
H 5.510 -1.476 0.040
C 6.262 0.000 1.044
C 6.120 -0.685 2.440
H 6.616 -1.924 2.348
H 5.090 -0.729 2.991
H 6.816 -0.401 3.093
C 7.623 -0.213 0.426
H 7.552 0.549 -0.605
H 8.557 0.314 1.057
H 8.056 -1.206 0.233
H 6.117 0.849 1.232
H 3.120 2.107 0.388
H 0.514 2.023 1.023
H -1.333 1.095 0.582
```

Properties
**Relative energy (zero: lowest compared OMol25 entry of this formula, charge and spin)**: 211.3 kcal per mole
**2S+1**: 1
**Frontier orbital gap**: 9.3 eV
**HOMO energy**: -8.82 eV



# 5
C16H26N5O8Tl | ωB97M-V with the def2-TZVPD basis set

The geometry in XYZ format:
```
56
Properties=species:S:1:pos:R:3
Tl -0.218 -0.508 -0.202
O 0.205 -4.680 0.344
C 0.142 -3.519 0.677
O 0.483 -2.544 -0.102
C -0.258 -3.135 2.114
C 0.686 -2.039 2.641
C 0.604 -1.990 4.170
C -0.800 -1.391 4.365
C -1.212 -1.114 2.906
O 0.030 -0.827 2.269
C -1.640 -2.448 2.268
C -2.472 -2.245 0.981
O -3.446 -2.942 0.791
O -2.159 -1.257 0.210
H -0.210 -4.041 2.721
H 1.691 -2.069 2.221
H 0.718 -2.974 4.615
H 1.374 -1.330 4.568
H -1.496 -2.084 4.832
H -0.772 -0.477 4.958
H -1.906 -0.287 2.757
H -2.281 -3.035 2.928
C 0.559 5.015 -0.301
N 0.818 3.624 -0.006
C 2.226 3.264 0.044
C -0.109 2.654 0.131
N 0.103 1.539 0.748
N -1.391 2.881 -0.364
C -2.174 1.909 -0.963
N -3.466 2.278 -1.179
N -1.663 0.817 -1.387
H 0.676 5.233 -1.365
H 1.275 5.621 0.257
H -0.436 5.315 0.019
H 2.759 3.863 -0.695
H 2.356 2.215 -0.229
H 2.656 3.460 1.029
H 1.028 1.456 1.150
H -1.670 3.835 -0.535
H -3.869 3.025 -0.642
H -4.101 1.538 -1.434
H -2.319 0.164 -1.800
C 0.703 0.035 -4.128
C 1.208 -0.949 -3.071
C 2.018 -2.091 -3.680
O 0.041 -1.442 -2.411
C 2.139 -0.130 -2.123
O 3.203 0.262 -2.556
O 1.706 0.149 -0.947
H 0.092 -0.493 -4.854
H 1.546 0.507 -4.621
H 0.096 0.793 -3.637
H 1.454 -2.581 -4.471
H 2.270 -2.824 -2.915
H 2.943 -1.696 -4.094
H 0.258 -2.306 -2.004
```

Properties
**Relative energy (zero: lowest compared OMol25 entry of this formula, charge and spin)**: 8.3 kcal per mole
**2S+1**: 1
**Frontier orbital gap**: 8.4 eV
**HOMO energy**: -8.70 eV



# 6
C16H26N8RuS3 | ωB97M-V with the def2-TZVPD basis set

The geometry in XYZ format:
```
54
Properties=species:S:1:pos:R:3
Ru 1.064 0.775 0.132
S 1.249 0.713 2.477
C 2.888 0.472 2.186
S 3.318 0.343 0.548
C 3.874 0.422 3.252
C 5.233 0.248 2.930
N 6.343 0.078 2.657
C 3.465 0.516 4.595
N 3.096 0.578 5.688
N 1.267 0.944 -2.051
C 2.282 1.868 -2.635
C 1.996 3.326 -2.319
C 2.359 3.760 -0.910
N 1.438 3.174 0.095
H 1.456 -0.011 -2.348
H 0.354 1.165 -2.443
H 2.311 1.717 -3.714
H 3.256 1.576 -2.241
H 0.942 3.550 -2.519
H 2.563 3.939 -3.021
H 2.349 4.848 -0.842
H 3.368 3.428 -0.661
H 0.509 3.574 -0.013
H 1.739 3.437 1.029
S 0.225 -1.709 -0.603
C 1.116 -3.066 -0.055
N 0.577 -4.256 0.173
C 1.562 -5.265 0.584
C 2.882 -4.459 0.576
N 2.423 -3.118 0.189
H -0.402 -4.433 0.028
H 1.580 -6.092 -0.122
H 1.321 -5.650 1.572
H 3.592 -4.841 -0.154
H 3.357 -4.438 1.553
H 3.028 -2.333 0.032
N -0.957 1.164 0.016
C -2.118 1.057 -0.025
N -3.396 0.961 -0.069
C -4.146 1.190 -1.345
C -5.524 0.552 -1.222
C -5.428 -0.831 -0.583
C -4.878 -0.763 0.859
C -4.182 0.562 1.135
H -3.577 0.718 -2.147
H -4.203 2.262 -1.530
H -5.947 0.489 -2.224
H -6.191 1.199 -0.648
H -4.776 -1.456 -1.199
H -6.406 -1.309 -0.589
H -4.178 -1.581 1.031
H -5.679 -0.874 1.590
H -3.503 0.512 1.983
H -4.890 1.367 1.326
```

Properties
**Relative energy (zero: lowest compared OMol25 entry of this formula, charge and spin)**: 0.0 kcal per mole
**Total charge**: +2
**2S+1**: 5
**Frontier orbital gap (alpha / beta)**: 7.2 / 5.3 eV
**HOMO energy (alpha / beta)**: -13.77 / -14.78 eV



# 7
C16H27BF2MnN9OS | ωB97M-V with the def2-TZVPD basis set

The geometry in XYZ format:
```
58
Properties=species:S:1:pos:R:3
Mn -0.146 -0.212 -0.429
N 1.691 1.833 3.249
C 1.959 2.019 1.773
C 3.126 1.163 1.334
C 3.160 1.166 -0.196
N 2.093 0.248 -0.681
C 3.118 2.599 -0.738
C 2.070 3.532 -0.139
N 0.742 3.091 -0.543
C 2.132 3.474 1.395
H 1.550 0.837 3.453
H 0.826 2.307 3.512
H 2.451 2.187 3.830
H 1.057 1.661 1.286
H 3.022 0.136 1.694
H 4.066 1.563 1.730
H 4.124 0.755 -0.511
H 2.372 -0.711 -0.502
H 2.059 0.309 -1.697
H 3.026 2.583 -1.827
H 4.099 3.035 -0.528
H 2.304 4.555 -0.457
H 0.613 3.129 -1.548
H 0.009 3.673 -0.152
H 1.335 4.094 1.815
H 3.087 3.865 1.760
N -1.464 1.129 -1.103
C -2.533 1.576 -1.225
C -3.794 2.101 -1.372
C -4.860 1.234 -1.014
N -5.656 0.470 -0.676
C -3.960 3.431 -1.834
N -4.050 4.521 -2.198
C 0.416 -4.090 0.076
S 0.347 -3.366 -1.545
C 1.782 -4.129 -2.256
O 0.762 -1.909 -1.354
H 0.227 -5.159 -0.010
H -0.371 -3.624 0.665
H 1.394 -3.895 0.515
H 1.586 -5.197 -2.354
H 2.648 -3.948 -1.620
H 1.927 -3.694 -3.242
F -0.775 0.640 2.435
B -0.157 -0.241 1.595
F 0.676 -1.040 2.348
N -4.380 -3.141 1.459
C -3.713 -2.635 0.386
C -2.512 -1.915 0.546
N -1.864 -1.421 -0.497
C -2.390 -1.636 -1.714
C -3.552 -2.369 -1.852
N -4.209 -2.878 -0.820
H -4.205 -2.758 2.370
H -5.318 -3.459 1.277
H -2.102 -1.730 1.531
H -1.874 -1.217 -2.564
H -3.971 -2.544 -2.835
```

Properties
**Relative energy (zero: lowest compared OMol25 entry of this formula, charge and spin)**: 48.7 kcal per mole
**Total charge**: +1
**2S+1**: 2
**Frontier orbital gap (alpha / beta)**: 6.9 / 6.9 eV
**HOMO energy (alpha / beta)**: -9.71 / -9.68 eV



# 8
C16H27Br3N2 | ωB97M-V with the def2-TZVPD basis set

The geometry in XYZ format:
```
48
Properties=species:S:1:pos:R:3
C 3.454 1.612 -0.176
C 2.043 0.855 -0.528
C 0.842 1.912 -0.851
C -0.578 1.100 -0.745
C -1.560 1.865 0.279
C -2.868 1.028 0.721
C -3.219 -0.237 -0.219
C -2.475 -1.619 0.268
C -1.732 -2.225 -1.025
C -0.905 -3.583 -0.767
C 0.577 -3.372 -0.168
C 0.637 -2.582 1.231
C -0.321 -3.298 2.296
N -1.229 -3.725 2.983
C 2.143 -2.546 1.872
C 2.029 -1.750 3.280
N 1.774 -1.175 4.319
H 3.366 2.072 0.869
H 3.573 2.446 -0.968
H 4.317 0.840 -0.217
H 2.178 0.070 -1.358
H 1.757 0.285 0.433
H 0.910 2.733 -0.054
H 1.031 2.320 -1.904
H -0.322 0.080 -0.288
H -0.994 0.996 -1.806
H -0.932 2.058 1.239
H -1.777 2.897 -0.168
H -3.764 1.761 0.650
H -2.768 0.755 1.838
H -4.353 -0.448 -0.062
H -3.090 -0.045 -1.343
H -3.227 -2.382 0.704
H -1.779 -1.299 1.121
H -1.052 -1.487 -1.582
H -2.575 -2.501 -1.780
H -0.756 -4.074 -1.812
H -1.537 -4.358 -0.174
H 0.991 -4.441 0.039
H 1.295 -2.898 -0.925
H 0.371 -1.488 1.017
H 2.770 -1.894 1.172
H 2.562 -3.615 2.010
C 0.978 5.946 -1.808
Br 2.466 5.216 -0.800
Br 1.581 7.026 -3.303
Br -0.264 4.564 -2.372
H 0.433 6.608 -1.136
```

Properties
**2S+1**: 1
**Frontier orbital gap**: 10.1 eV
**HOMO energy**: -10.36 eV



# 9
C16H27CuI2N3OSi2 | ωB97M-V with the def2-TZVPD basis set

The geometry in XYZ format:
```
52
Properties=species:S:1:pos:R:3
Cu 0.480 -0.168 0.353
I -1.477 -4.804 -0.448
C -1.092 -3.715 1.316
C -1.563 -4.164 2.532
C -1.267 -3.474 3.686
I -1.975 -4.261 5.533
C -0.527 -2.285 3.656
C -0.179 -1.503 4.776
C 0.546 -0.348 4.606
C 0.948 0.020 3.323
N 0.644 -0.692 2.254
C -0.081 -1.820 2.391
C -0.337 -2.543 1.169
O 0.112 -2.128 0.058
H -2.165 -5.059 2.581
H -0.474 -1.826 5.762
H 0.812 0.270 5.451
H 1.534 0.911 3.153
C -3.019 -0.007 0.095
Si -1.958 0.718 -1.334
C -3.101 2.013 -2.177
C -1.684 -0.679 -2.604
C -0.347 1.393 -0.608
Si 0.911 2.179 -1.758
C 2.394 2.829 -0.718
C 1.624 0.985 -3.073
C 0.281 3.706 -2.732
H -3.936 -0.467 -0.266
H -3.290 0.758 0.818
H -2.458 -0.769 0.628
H -4.038 1.570 -2.506
H -2.614 2.446 -3.045
H -3.335 2.823 -1.492
H -2.607 -1.195 -2.851
H -1.000 -1.414 -2.197
H -1.250 -0.307 -3.526
H -0.620 2.150 0.138
H 2.715 2.082 0.001
H 2.109 3.711 -0.154
H 3.251 3.091 -1.333
H 1.630 -0.034 -2.700
H 2.640 1.242 -3.367
H 1.011 0.991 -3.969
H -0.102 4.461 -2.051
H -0.531 3.419 -3.395
H 1.064 4.161 -3.335
N 4.269 -0.539 -0.940
N 3.621 -1.106 0.200
H 3.779 0.283 -1.293
H 4.258 -1.246 -1.670
H 2.600 -1.175 0.081
H 3.794 -0.483 0.985
```

Properties
**Relative energy (zero: lowest compared OMol25 entry of this formula, charge and spin)**: 8.9 kcal per mole
**Total charge**: -1
**2S+1**: 1
**Frontier orbital gap**: 6.4 eV
**HOMO energy**: -4.31 eV